1.
72
Properties=species:S:1:pos:R:3 method="wB97M-V/def2-TZVPD" spin_multiplicity=2 e_tot_ha=-6666.5318 e_lumo_ev="-3.009 / -3.800" charge=+1 homo_lumo_gap_ev="8.538 / 7.762" s2=0.757 largest_force_ev_per_a=1.2 e_above_lowest_kj_mol=31.5
Ru -0.211 -0.065 -0.266
C 0.434 -0.219 1.737
C 1.506 -0.797 0.944
C 2.037 0.264 0.131
C 1.197 1.408 0.375
C 0.298 1.176 1.430
C -0.513 2.160 2.240
C -1.789 1.522 2.797
C -0.827 3.440 1.464
C 0.407 2.528 3.422
C 3.371 0.435 -0.623
C 4.497 -0.123 0.258
C 3.480 -0.184 -2.021
C 3.669 1.938 -0.791
C 1.934 -2.242 1.194
C 0.751 -3.059 1.741
C 3.011 -2.271 2.292
C 2.422 -2.926 -0.083
H -0.085 -0.734 2.527
H 1.275 2.343 -0.149
H -2.406 1.085 2.012
H -2.374 2.287 3.310
H -1.557 0.750 3.533
H -1.384 3.254 0.547
H 0.086 3.976 1.196
H -1.417 4.105 2.095
H 0.657 1.649 4.019
H -0.101 3.244 4.070
H 1.336 2.986 3.076
H 4.484 -1.207 0.320
H 4.455 0.286 1.270
H 5.454 0.168 -0.177
H 3.239 -1.246 -2.051
H 4.507 -0.059 -2.365
H 2.845 0.347 -2.730
H 3.633 2.476 0.157
H 2.986 2.419 -1.495
H 4.676 2.048 -1.193
H 0.507 -2.791 2.770
H 1.021 -4.115 1.742
H -0.143 -2.943 1.133
H 2.633 -1.812 3.208
H 3.926 -1.757 2.012
H 3.265 -3.307 2.520
H 1.647 -2.908 -0.855
H 2.656 -3.970 0.133
H 3.320 -2.471 -0.496
O -2.730 -5.009 -3.162
C -2.256 -3.987 -2.446
C -2.613 -3.741 -1.120
C -2.058 -2.660 -0.474
N -1.183 -1.837 -1.064
C -0.887 -2.076 -2.339
Br 0.284 -0.771 -3.038
C -1.368 -3.120 -3.084
H -3.343 -5.546 -2.646
H -3.319 -4.376 -0.601
H -2.328 -2.416 0.544
H -1.094 -3.265 -4.118
Br -7.244 2.900 -0.649
C -5.564 2.828 -1.498
C -5.371 3.489 -2.707
N -4.213 3.481 -3.359
C -3.200 2.817 -2.815
C -3.307 2.124 -1.615
C -4.520 2.122 -0.938
C -2.144 1.392 -1.075
O -2.308 0.443 -0.230
O -0.969 1.668 -1.432
H -6.185 4.044 -3.157
H -2.259 2.828 -3.351
H -4.636 1.583 -0.006


2.
84
Properties=species:S:1:pos:R:3 method="wB97M-V/def2-TZVPD" spin_multiplicity=2 e_tot_ha=-5929.1921 e_lumo_ev="-0.211 / -0.291" homo_lumo_gap_ev="6.559 / 6.345" s2=0.756 largest_force_ev_per_a=0.6 e_above_lowest_kj_mol=50.7
W -1.245 -0.087 0.317
O -2.998 0.364 -0.605
N -2.981 0.914 -1.851
C -4.126 0.782 -2.554
C -4.225 1.305 -3.810
C -3.117 1.979 -4.345
C -1.967 2.093 -3.608
C -1.874 1.535 -2.320
S -0.482 1.606 -1.318
H -4.902 0.235 -2.041
H -5.143 1.184 -4.365
H -3.164 2.398 -5.340
H -1.093 2.597 -3.994
Cl -1.705 -1.068 3.868
C -2.602 -1.985 2.683
C -2.426 -1.724 1.323
C -3.129 -2.616 0.506
Cl -2.932 -2.526 -1.232
C -3.956 -3.638 0.966
Cl -4.799 -4.671 -0.127
C -4.101 -3.828 2.333
Cl -5.120 -5.074 2.944
C -3.401 -2.998 3.199
Cl -3.520 -3.267 4.904
C -3.662 1.517 2.854
P -2.133 1.728 1.888
C -2.534 3.266 0.987
C -0.850 2.278 3.073
C 0.515 2.197 2.383
P 0.761 0.511 1.694
C 2.231 0.682 0.635
C 1.502 -0.400 3.093
H -3.901 2.430 3.401
H -3.577 0.685 3.547
H -4.468 1.301 2.151
H -2.923 4.030 1.662
H -3.288 3.041 0.231
H -1.647 3.639 0.474
H -0.885 1.609 3.933
H -1.070 3.289 3.427
H 1.328 2.453 3.067
H 0.556 2.893 1.539
H 3.086 1.064 1.194
H 2.026 1.345 -0.208
H 2.478 -0.306 0.238
H 2.487 0.017 3.308
H 1.594 -1.448 2.802
H 0.885 -0.350 3.983
C 4.309 3.868 -0.256
C 4.165 2.820 -1.324
C 3.268 2.987 -2.371
C 3.111 2.004 -3.339
C 3.854 0.838 -3.251
C 4.760 0.653 -2.213
C 4.915 1.646 -1.265
S 3.613 -0.463 -4.430
O 4.823 -1.226 -4.492
O 3.028 0.125 -5.602
N 2.478 -1.440 -3.784
C 1.124 -0.903 -3.667
C 0.277 -1.804 -2.782
C 0.806 -1.823 -1.359
O 1.937 -2.193 -1.105
O -0.042 -1.442 -0.443
H 3.865 4.813 -0.565
H 5.357 4.043 -0.009
H 3.808 3.547 0.658
H 2.692 3.903 -2.440
H 2.444 2.145 -4.178
H 5.352 -0.251 -2.175
H 5.638 1.516 -0.468
H 2.796 -1.893 -2.929
H 0.692 -0.852 -4.668
H 1.126 0.108 -3.241
H 0.289 -2.826 -3.169
H -0.747 -1.439 -2.788
N 1.706 -5.418 3.539
C 0.737 -4.480 3.450
N 0.223 -4.057 4.628
S 0.244 -3.851 1.990
H 1.935 -5.879 4.402
H 2.062 -5.791 2.678
H 0.403 -4.543 5.489
H -0.555 -3.420 4.590


3.
74
Properties=species:S:1:pos:R:3 method="wB97M-V/def2-TZVPD" spin_multiplicity=6 e_tot_ha=-3639.3963 e_lumo_ev="-3.068 / -5.538" charge=+1 homo_lumo_gap_ev="7.372 / 4.990" s2=8.834 largest_force_ev_per_a=0.5
Fe -0.065 -0.591 1.184
Cl -2.918 -6.056 5.226
C -2.097 -4.954 4.164
C -1.141 -5.443 3.264
C -0.482 -4.597 2.407
C -0.748 -3.214 2.405
O -0.113 -2.437 1.565
C -1.702 -2.731 3.329
C -2.007 -1.332 3.448
O -1.513 -0.416 2.788
C -2.370 -3.616 4.200
H -0.925 -6.503 3.253
H 0.258 -4.974 1.713
H -2.757 -1.068 4.209
H -3.099 -3.227 4.900
C -2.025 -1.383 -1.552
C -2.604 -0.588 -0.384
C -2.775 0.890 -0.647
C -3.831 1.246 -1.467
C -4.144 2.572 -1.707
C -3.438 3.566 -1.051
C -2.366 3.281 -0.222
C -1.837 4.463 0.567
C -0.990 5.434 -0.262
C -1.955 1.915 -0.093
N -0.829 1.506 0.609
C 0.203 2.312 0.788
C 1.254 1.924 1.622
C 2.405 2.675 2.046
C 3.069 1.871 2.912
C 2.315 0.623 2.973
N 1.251 0.670 2.222
H -1.960 -2.440 -1.296
H -1.028 -1.037 -1.823
H -2.655 -1.285 -2.437
H -2.052 -0.755 0.540
H -3.599 -0.984 -0.169
H -4.439 0.463 -1.904
H -4.976 2.829 -2.348
H -3.755 4.598 -1.149
H -1.309 4.144 1.464
H -2.711 5.008 0.927
H -0.116 4.957 -0.713
H -0.644 6.265 0.352
H -1.577 5.846 -1.083
H 0.293 3.254 0.270
H 2.650 3.681 1.748
H 3.976 2.084 3.454
H 2.572 -0.267 3.532
C 1.500 -3.614 -3.010
C 1.487 -2.867 -1.703
O 1.715 -1.461 -1.987
P 1.505 -0.383 -0.832
O 2.915 -0.185 -0.127
C 4.142 0.096 -0.854
C 4.993 -1.150 -0.919
O 1.414 0.962 -1.702
C 0.728 1.116 -2.966
C 1.619 1.892 -3.904
H 1.258 -4.663 -2.836
H 2.481 -3.560 -3.481
H 0.762 -3.200 -3.696
H 2.276 -3.214 -1.033
H 0.532 -2.974 -1.185
H 4.634 0.891 -0.297
H 3.896 0.472 -1.847
H 5.243 -1.504 0.081
H 5.921 -0.933 -1.449
H 4.473 -1.946 -1.454
H -0.206 1.644 -2.767
H 0.495 0.135 -3.379
H 1.946 2.823 -3.440
H 1.073 2.137 -4.816
H 2.499 1.308 -4.174


4.
68
Properties=species:S:1:pos:R:3 method="wB97M-V/def2-TZVPD" spin_multiplicity=2 e_tot_ha=-3700.9894 e_lumo_ev="-0.020 / -2.052" homo_lumo_gap_ev="5.886 / 3.802" s2=0.769 largest_force_ev_per_a=3.4
C 0.542 2.916 1.014
C -0.440 2.384 0.149
C -1.660 2.242 0.910
H -0.347 2.196 -0.936
C -1.354 2.625 2.277
C -0.029 3.126 2.300
H 0.458 3.599 3.125
H 1.492 3.254 0.621
H -2.673 2.068 0.519
H -2.017 2.568 3.135
Cu -0.858 0.481 1.347
C -1.461 -1.294 -1.022
H -1.480 -0.670 -0.091
H -1.164 -2.333 -0.829
H -2.486 -1.367 -1.483
Si -0.121 -0.964 -2.903
C 1.460 -0.315 -3.830
C 2.131 0.823 -3.374
H 1.552 1.655 -2.903
C 3.503 0.940 -3.646
H 4.064 1.718 -3.165
C 4.166 0.065 -4.505
H 5.246 0.119 -4.670
C 3.397 -0.935 -5.115
H 3.861 -1.581 -5.859
C 2.029 -1.090 -4.842
H 1.422 -1.777 -5.453
C -1.203 0.580 -3.356
C -0.914 1.388 -4.449
H -0.349 1.035 -5.306
C -1.299 2.732 -4.516
H -1.077 3.326 -5.391
C -2.000 3.300 -3.493
H -2.377 4.316 -3.542
C -2.436 2.498 -2.428
H -3.050 2.905 -1.623
C -2.182 1.104 -2.443
H -2.774 0.428 -1.772
H 0.747 -0.713 -1.630
H 0.225 -2.216 -3.629
C 2.052 -1.340 0.468
P 1.072 -0.466 1.681
C 2.295 0.699 2.358
C 0.736 -1.587 3.041
C 1.830 -2.173 3.665
C 1.605 -2.992 4.763
C 0.304 -3.201 5.233
C -0.784 -2.599 4.605
C -0.596 -1.801 3.480
P -1.977 -0.984 2.588
C -2.905 -2.359 1.834
C -3.029 -0.251 3.878
H 1.535 -2.281 0.226
H 3.018 -1.524 0.966
H 2.179 -0.727 -0.439
H 1.831 1.234 3.180
H 3.159 0.129 2.681
H 2.521 1.389 1.549
H 2.854 -1.988 3.319
H 2.443 -3.457 5.259
H 0.132 -3.846 6.090
H -1.797 -2.769 4.975
H -3.084 -3.169 2.562
H -3.885 -1.993 1.474
H -2.357 -2.790 0.979
H -3.429 -1.039 4.537
H -2.419 0.451 4.470
H -3.852 0.295 3.386


5.
73
Properties=species:S:1:pos:R:3 method="wB97M-V/def2-TZVPD" e_tot_ha=-1974.7882 e_lumo_ev=-6.367 charge=+2 homo_lumo_gap_ev=7.644 largest_force_ev_per_a=0.4 e_above_lowest_kj_mol=18.5
Pd 0.308 0.147 1.313
C -1.552 -1.917 2.645
C -0.309 -2.674 2.197
N 0.489 -1.921 1.178
C 1.935 -2.343 1.135
C 2.894 -1.280 1.650
N 2.737 -0.068 0.852
C 3.471 1.114 1.321
C 2.731 1.907 2.393
C 1.577 2.799 1.921
N 0.237 2.166 1.679
C -0.711 2.313 2.829
C -0.280 1.399 3.953
N -0.116 0.010 3.422
C -1.262 -0.900 3.732
H -2.275 -2.626 3.053
H -2.025 -1.447 1.783
H -0.591 -3.634 1.762
H 0.336 -2.889 3.053
H 0.104 -2.178 0.270
H 2.184 -2.574 0.099
H 2.058 -3.263 1.708
H 3.912 -1.684 1.612
H 2.694 -1.050 2.700
H 2.976 -0.268 -0.111
H 3.643 1.762 0.461
H 4.457 0.840 1.710
H 3.461 2.585 2.841
H 2.420 1.247 3.208
H 1.869 3.293 0.994
H 1.422 3.585 2.662
H -0.168 2.661 0.895
H -1.702 2.034 2.474
H -0.744 3.352 3.166
H -1.005 1.416 4.766
H 0.670 1.737 4.367
H 0.706 -0.380 3.870
H -2.147 -0.290 3.906
H -1.044 -1.425 4.665
F 0.871 4.726 -5.268
C 0.588 3.763 -4.396
C 0.115 4.117 -3.145
C -0.176 3.110 -2.241
C 0.006 1.770 -2.586
C 0.474 1.444 -3.859
C 0.770 2.445 -4.773
Sb -0.526 0.271 -1.207
C -2.594 -0.003 -1.431
C -3.141 -0.203 -2.700
C -4.507 -0.379 -2.846
C -5.305 -0.348 -1.716
F -6.616 -0.521 -1.854
C -4.793 -0.149 -0.447
C -3.423 0.026 -0.310
C 0.240 -1.504 -2.078
C 1.595 -1.583 -2.417
C 2.139 -2.769 -2.888
C 1.317 -3.879 -2.993
F 1.837 -5.020 -3.432
C -0.025 -3.838 -2.660
C -0.561 -2.640 -2.203
H -0.026 5.163 -2.904
H -0.570 3.387 -1.267
H 0.600 0.409 -4.157
H 1.129 2.219 -5.768
H -2.511 -0.216 -3.582
H -4.962 -0.534 -3.816
H -5.463 -0.130 0.403
H -3.003 0.181 0.677
H 2.231 -0.707 -2.347
H 3.179 -2.845 -3.182
H -0.633 -4.726 -2.778
H -1.617 -2.594 -1.961


6.
74
Properties=species:S:1:pos:R:3 method="wB97M-V/def2-TZVPD" spin_multiplicity=2 e_tot_ha=-5741.3996 e_lumo_ev="-10.625 / -10.039" charge=+3 homo_lumo_gap_ev="5.598 / 6.192" s2=0.774 largest_force_ev_per_a=3.5 e_above_lowest_kj_mol=64.0
V 0.892 0.899 1.439
I 1.716 -3.822 0.453
C 2.980 -2.172 0.233
C 4.344 -2.305 -0.080
C 5.169 -1.210 -0.230
I 7.183 -1.523 -0.687
C 4.652 0.110 -0.058
C 5.339 1.329 -0.221
C 4.680 2.524 -0.014
C 3.344 2.532 0.387
N 2.661 1.401 0.559
C 3.301 0.211 0.304
C 2.460 -0.913 0.410
O 1.197 -0.552 0.732
H 4.761 -3.296 -0.201
H 6.381 1.319 -0.520
H 5.186 3.469 -0.145
H 2.822 3.464 0.564
C -0.589 0.151 -5.672
C -1.198 0.974 -4.540
C -0.167 1.519 -3.552
C 0.520 0.435 -2.716
N -0.431 -0.349 -1.922
C -1.114 0.093 -0.858
Se -0.796 1.764 -0.007
N -1.931 -0.873 -0.405
C -2.938 -0.771 0.652
C -4.366 -0.837 0.094
C -4.708 0.278 -0.893
C -4.755 1.670 -0.265
C -1.736 -2.004 -1.181
C -2.300 -3.277 -1.122
C -1.876 -4.188 -2.064
C -0.918 -3.854 -3.037
C -0.351 -2.599 -3.093
C -0.778 -1.672 -2.145
H -1.352 -0.097 -6.407
H -0.163 -0.790 -5.319
H 0.199 0.709 -6.179
H -1.954 0.384 -4.010
H -1.722 1.828 -4.972
H -0.642 2.241 -2.884
H 0.613 2.053 -4.098
H 1.250 0.881 -2.035
H 1.042 -0.262 -3.367
H -2.783 0.170 1.177
H -2.780 -1.602 1.345
H -5.050 -0.791 0.944
H -4.514 -1.805 -0.387
H -5.691 0.052 -1.307
H -4.010 0.264 -1.737
H -5.361 1.666 0.642
H -5.199 2.381 -0.959
H -3.760 2.047 -0.013
H -3.034 -3.550 -0.376
H -2.293 -5.186 -2.061
H -0.624 -4.600 -3.762
H 0.387 -2.360 -3.846
C 1.121 2.309 6.172
C -0.060 2.729 5.320
S -0.589 1.650 3.954
O 0.426 1.893 2.773
C -0.203 -0.077 4.445
C 1.261 -0.498 4.409
H 1.248 3.057 6.955
H 2.050 2.276 5.604
H 0.951 1.359 6.677
H 0.107 3.689 4.826
H -0.976 2.810 5.911
H -0.798 -0.666 3.740
H -0.642 -0.199 5.437
H 1.749 -0.275 3.453
H 1.309 -1.578 4.544
H 1.853 -0.040 5.193